# C2HCl2IO

A cluster of 2 separate species, C2HCl2IO in total (ωB97M-V/def2-TZVPD, the OMol25 dataset).

```
7
Properties=species:S:1:pos:R:3:forces:R:3:nbo_charge:R:1
C -0.093 -0.582 0.897 0.85 1.13 0.43 0.3421
C -0.310 0.496 -0.172 0.45 -0.29 -1.14 -0.1240
O -0.746 -1.583 0.869 0.68 0.43 0.41 -0.4393
Cl -1.674 0.254 -1.116 -0.09 0.00 -0.25 0.1868
Cl 0.140 2.124 0.039 0.17 -0.64 0.31 0.1621
I 2.022 -0.511 -2.210 -1.11 0.42 1.18 -0.2871
H 0.660 -0.197 1.693 -0.95 -1.05 -0.95 0.1593
```
Positions in Å, forces in eV/Å.

Summary:
calculated total energy: -1370.0263 Eh
multiplicity: 1
Kohn-Sham gap (alpha / beta): 5.63 / 5.66 eV
charge: 0
relative energy (zero: lowest compared OMol25 entry of this formula, charge and spin): 47.35 kcal/mol
molecular weight: 238.8 g/mol


# C41H47AlN3O2S2Si2

A structure of composition C41H47AlN3O2S2Si2 (ωB97M-V/def2-TZVPD, the OMol25 dataset).

```
98
Properties=species:S:1:pos:R:3:forces:R:3:mulliken_charge:R:1
Al -0.345 0.022 -0.222 0.04 0.35 -0.07 -0.5732
C 3.814 -0.352 1.515 -0.04 0.00 0.07 -1.1215
C 2.323 -0.485 1.328 0.04 -0.18 0.16 1.0500
N 1.758 -0.052 0.255 0.01 0.12 -0.08 0.0510
N 2.636 0.458 -0.700 -0.16 0.00 -0.02 -0.4183
C 2.159 0.335 -1.890 0.01 -0.11 -0.02 0.4103
S 0.630 -0.348 -2.330 -0.07 0.05 -0.07 -0.8697
S 3.146 0.882 -3.247 -0.09 -0.03 0.04 -0.1644
C 4.607 1.489 -2.386 0.00 -0.16 0.11 -0.6974
C 5.621 0.456 -1.937 0.07 0.10 0.01 0.7262
C 5.344 -0.903 -1.865 0.03 -0.08 -0.03 -0.3121
C 6.302 -1.796 -1.395 -0.03 0.05 -0.04 -0.6300
C 7.550 -1.344 -0.991 -0.03 0.04 0.00 -0.4673
C 7.836 0.014 -1.058 -0.04 -0.01 0.00 -0.4816
C 6.878 0.902 -1.526 -0.03 -0.02 -0.03 -0.5954
C 1.521 -1.217 2.321 0.07 0.04 -0.07 0.2254
C 2.030 -1.494 3.598 -0.02 0.00 0.01 -0.7929
C 1.367 -2.315 4.486 -0.04 0.02 -0.04 -1.0860
C 0.170 -2.916 4.086 0.02 0.01 -0.03 -0.5254
C -0.369 -2.649 2.847 0.00 0.02 0.06 -0.7278
C 0.256 -1.749 1.962 0.06 0.13 -0.13 0.8740
O -0.355 -1.437 0.848 -0.16 -0.07 0.24 -0.3873
H 4.329 -0.619 0.595 0.00 0.01 0.03 -0.1236
H 4.068 0.690 1.730 -0.01 -0.03 -0.03 0.2042
H 4.176 -0.983 2.322 -0.01 0.03 -0.04 0.5936
H 5.064 2.209 -3.065 0.06 0.00 -0.01 0.6291
H 4.242 2.028 -1.512 0.09 0.06 0.00 0.0720
H 4.370 -1.264 -2.173 0.07 0.01 0.01 0.4197
H 6.065 -2.852 -1.343 0.00 0.03 0.00 0.3985
H 8.293 -2.042 -0.624 -0.03 0.02 -0.01 0.3756
H 8.805 0.383 -0.744 -0.02 -0.01 -0.01 0.3737
H 7.103 1.964 -1.571 0.00 -0.04 0.00 0.3972
H 2.962 -1.037 3.905 -0.01 -0.03 0.00 0.4790
H 1.774 -2.497 5.472 0.00 0.00 0.00 0.3899
H -0.347 -3.592 4.758 0.00 0.01 -0.01 0.4175
H -1.307 -3.091 2.532 0.01 0.04 0.00 0.4590
C -2.829 -2.012 -3.300 0.02 -0.04 -0.01 -1.6954
C -3.592 -2.208 -1.985 -0.09 -0.11 -0.05 2.5449
C -5.012 -2.701 -2.297 0.02 0.02 0.03 -1.8318
C -2.879 -3.263 -1.125 0.09 0.01 -0.02 -1.6561
Si -3.546 -0.589 -1.008 0.16 0.05 0.19 -1.0568
O -2.031 -0.172 -0.715 -0.01 -0.14 -0.21 0.4172
C -4.404 0.816 -1.923 -0.07 0.15 -0.12 0.5740
C -3.726 2.040 -1.977 0.00 -0.04 0.01 0.5677
C -4.287 3.155 -2.588 -0.03 -0.03 0.00 -0.5581
C -5.549 3.070 -3.161 -0.01 -0.05 0.03 -0.7277
C -6.246 1.868 -3.114 0.08 0.01 0.03 -0.9293
C -5.679 0.757 -2.499 0.09 0.11 0.00 -0.5349
C -4.473 -0.813 0.616 -0.04 -0.01 0.19 0.2314
C -5.868 -0.785 0.725 0.02 -0.02 0.03 -0.1029
C -6.501 -0.930 1.954 0.05 0.01 -0.03 -0.7704
C -5.745 -1.100 3.108 0.08 -0.01 -0.04 -0.6957
C -4.358 -1.120 3.025 -0.06 -0.06 -0.07 -0.5448
C -3.731 -0.978 1.791 -0.15 -0.02 -0.04 -0.0003
H -2.857 -2.936 -3.892 0.02 0.03 0.00 0.4925
H -1.781 -1.759 -3.125 -0.03 -0.01 0.02 0.1761
H -3.266 -1.210 -3.905 0.00 -0.05 0.02 0.3020
H -4.974 -3.731 -2.673 0.01 0.03 0.00 0.4987
H -5.486 -2.092 -3.071 0.00 -0.01 0.02 0.3172
H -5.657 -2.697 -1.412 0.06 -0.03 -0.04 0.3280
H -2.761 -4.194 -1.696 -0.03 0.03 0.03 0.5655
H -3.449 -3.492 -0.219 0.01 0.02 -0.05 0.2677
H -1.884 -2.928 -0.814 -0.07 -0.02 -0.03 0.1765
H -2.739 2.102 -1.524 -0.09 -0.01 -0.04 0.0209
H -3.741 4.092 -2.616 0.01 -0.04 0.00 0.4226
H -5.992 3.938 -3.636 0.01 -0.02 0.00 0.3598
H -7.232 1.796 -3.558 0.00 0.00 0.01 0.4068
H -6.249 -0.166 -2.469 0.03 0.04 -0.02 0.1361
H -6.478 -0.630 -0.161 0.04 0.00 0.06 0.2206
H -7.584 -0.900 2.014 0.03 0.00 -0.01 0.4085
H -6.236 -1.204 4.069 0.01 0.00 -0.02 0.3565
H -3.760 -1.235 3.922 -0.02 0.02 -0.04 0.4619
H -2.649 -0.973 1.731 -0.01 -0.02 0.03 0.6016
C -0.812 4.905 -0.279 -0.18 -0.04 0.15 -1.4312
Si 0.068 3.274 -0.627 0.15 -0.03 0.29 0.4751
C 1.862 3.636 -0.182 0.25 0.05 -0.09 -0.6177
C -0.046 3.085 -2.483 0.00 -0.16 -0.19 -0.5617
N -0.477 1.897 0.274 -0.26 -0.21 0.05 1.2970
C -1.313 2.001 1.408 -0.07 -0.03 0.12 -0.1517
C -1.030 1.237 2.557 0.21 0.15 -0.05 -0.2728
C -1.865 1.211 3.664 0.01 0.10 -0.03 -0.4182
C -3.023 1.976 3.692 0.10 0.04 -0.07 -0.6142
C -3.313 2.763 2.585 0.02 0.00 0.03 -1.0538
C -2.486 2.778 1.470 0.05 -0.24 -0.07 0.0590
H -0.238 5.676 -0.805 -0.03 -0.02 0.04 0.4309
H -0.840 5.164 0.783 -0.02 -0.02 -0.07 0.3501
H -1.835 4.934 -0.666 0.05 0.00 0.04 0.3242
H 2.122 4.685 -0.374 -0.03 -0.11 0.02 0.4906
H 2.551 3.005 -0.754 -0.13 0.09 0.15 -0.3482
H 2.024 3.426 0.880 0.02 0.04 -0.04 0.2310
H 0.135 4.060 -2.952 -0.01 -0.04 0.05 0.4164
H -1.041 2.742 -2.779 0.06 0.04 -0.05 0.0406
H 0.676 2.374 -2.890 -0.11 0.14 0.02 0.1177
H -0.100 0.682 2.587 -0.06 -0.01 -0.02 0.5184
H -1.600 0.585 4.509 0.02 0.01 -0.01 0.4874
H -3.686 1.954 4.549 0.01 -0.01 -0.03 0.3822
H -4.216 3.363 2.574 0.01 -0.01 -0.02 0.3502
H -2.789 3.358 0.614 0.02 0.07 -0.14 0.1765
```
Positions in Å, forces in eV/Å.

Summary:
calculated total energy: -3523.5329 Eh
multiplicity: 1
Kohn-Sham gap: 7.33 eV
charge: -1
molecular weight: 761.1 g/mol


# C35H25BrInN3OS

A structure of composition C35H25BrInN3OS (ωB97M-V/def2-TZVPD, the OMol25 dataset).

```
67
Properties=species:S:1:pos:R:3:forces:R:3:nbo_charge:R:1
In -6.120 -3.559 19.479 0.24 -0.32 -0.33 1.7018
Br -9.914 -3.081 25.987 -0.65 -0.32 0.71 0.0712
C -8.855 -3.048 24.471 0.42 0.09 -0.91 -0.1771
C -8.364 -1.832 24.057 0.24 0.95 -0.21 -0.1645
C -7.499 -1.714 22.988 -0.73 0.09 0.53 -0.2930
C -7.148 -2.864 22.265 1.22 0.37 -0.12 0.4736
O -6.236 -2.738 21.337 0.01 0.47 -0.18 -0.8499
C -7.607 -4.121 22.699 -0.10 0.34 -0.30 -0.2477
C -7.134 -5.353 22.127 -0.57 -0.52 1.11 0.2134
N -6.521 -5.430 21.021 -0.24 -0.67 -0.51 -0.5063
C -6.185 -6.703 20.534 1.78 0.02 -0.94 0.1080
C -6.757 -7.925 20.797 -0.86 0.71 -0.21 -0.1797
C -6.278 -9.109 20.197 0.41 0.09 0.30 -0.2124
C -5.152 -9.077 19.436 0.03 0.84 -0.26 -0.1787
C -4.580 -7.824 19.055 1.04 -0.69 0.64 -0.1222
C -3.399 -7.718 18.277 0.36 -0.61 -1.00 -0.0948
C -2.902 -6.488 17.950 -0.92 -0.27 0.76 -0.2654
C -3.645 -5.361 18.369 0.90 1.39 -0.25 0.1153
N -4.659 -5.392 19.188 -0.03 -1.34 0.23 -0.5269
C -5.058 -6.645 19.612 -1.96 0.69 0.31 0.2408
C -8.485 -4.151 23.764 -0.52 -1.18 1.38 -0.1534
H -8.700 -0.982 24.622 0.21 0.51 0.01 0.2173
H -7.098 -0.738 22.724 -0.03 -0.39 -0.16 0.2383
H -7.297 -6.290 22.722 -0.07 0.78 -0.35 0.1719
H -7.678 -7.928 21.374 0.16 -0.24 0.05 0.2143
H -6.731 -10.071 20.382 -0.21 0.05 0.25 0.2241
H -4.678 -9.989 19.139 0.12 -0.36 -0.45 0.2167
H -2.929 -8.625 17.838 -0.35 0.63 0.62 0.2220
H -1.987 -6.369 17.418 0.32 0.12 -0.48 0.2318
H -3.378 -4.338 18.060 -0.04 -0.53 -0.08 0.2476
H -8.840 -5.088 24.162 0.00 -0.48 -0.21 0.2130
S -8.029 -4.349 18.137 0.15 0.58 0.31 -0.2798
C -6.917 -4.948 16.908 1.21 -0.13 -1.03 -0.2084
C -6.631 -6.305 16.878 -0.85 -2.16 0.49 -0.2438
C -5.856 -7.004 15.966 0.77 2.35 -1.06 -0.2094
C -5.184 -6.170 15.012 0.41 -2.04 0.81 -0.2208
C -5.329 -4.813 15.057 -0.56 0.80 1.03 -0.2413
C -6.193 -4.192 15.990 -0.06 -1.17 -0.52 -0.1522
H -7.108 -6.903 17.637 -0.26 -0.17 0.28 0.2092
H -5.678 -8.079 15.996 -0.24 0.34 0.12 0.2175
H -4.419 -6.641 14.386 -0.43 0.30 -0.13 0.2074
H -4.714 -4.164 14.464 0.08 0.10 -0.46 0.2157
H -6.304 -3.149 15.953 -0.07 1.29 0.07 0.2101
N -4.721 -2.391 18.390 0.38 0.00 -0.39 -0.8572
C -4.780 -1.131 18.287 -1.36 0.29 0.73 0.2506
C -5.800 -0.347 19.111 -1.04 0.99 0.34 -0.1100
C -7.185 -0.388 18.794 0.50 -0.97 0.13 -0.1782
C -8.158 0.191 19.586 -1.28 -0.24 -0.23 -0.2229
C -7.777 0.961 20.661 -1.00 0.86 0.50 -0.2285
C -6.457 1.179 20.912 2.23 -0.35 -0.29 -0.2157
C -5.447 0.489 20.185 -1.26 -0.35 -0.22 -0.1909
C -3.964 -0.264 17.353 -0.68 -1.10 0.69 -0.0396
C -4.352 1.046 17.143 0.02 2.10 -0.30 -0.2168
C -3.555 1.926 16.360 0.37 -1.46 -0.09 -0.2076
C -2.407 1.390 15.735 -1.26 -0.40 1.31 -0.2072
C -2.066 0.040 15.941 -1.07 0.63 0.19 -0.2119
C -2.864 -0.810 16.728 1.55 0.18 -0.86 -0.2020
H -7.543 -1.027 18.002 0.18 -0.08 -0.45 0.2170
H -9.261 0.057 19.381 1.47 0.04 0.05 0.2227
H -8.515 1.446 21.312 0.18 -0.19 -0.41 0.2153
H -6.148 1.905 21.659 -0.05 -0.31 0.16 0.2144
H -4.419 0.514 20.488 0.40 0.39 0.09 0.2164
H -5.277 1.444 17.621 0.96 -0.41 -0.42 0.2337
H -3.769 2.986 16.220 -0.27 -0.38 0.13 0.2164
H -1.803 2.043 15.140 0.42 0.11 -0.29 0.2102
H -1.180 -0.283 15.459 0.68 -0.65 -0.31 0.2074
H -2.583 -1.877 16.855 -0.37 0.94 0.07 0.2309
```
Positions in Å, forces in eV/Å.

Summary:
calculated total energy: -4750.6151 Eh
multiplicity: 1
Kohn-Sham gap: 7.19 eV
charge: 0
molecular weight: 730.4 g/mol


# C21H26ClN3O2S

The molecule C21H26ClN3O2S (ωB97M-V/def2-TZVPD, the OMol25 dataset).

```
54
Properties=species:S:1:pos:R:3:forces:R:3:nbo_charge:R:1
C -4.606 -2.058 -1.653 0.22 -0.12 0.13 -0.6290
H -4.295 -1.036 -1.846 -0.02 0.09 -0.06 0.2392
H -5.658 -2.059 -1.379 -0.14 0.03 -0.01 0.1940
H -4.495 -2.635 -2.568 -0.07 -0.08 -0.09 0.2135
C -3.742 -2.680 -0.563 -0.09 -0.01 -0.17 -0.2042
N -3.624 -1.856 0.628 -0.11 -0.18 0.09 -0.4763
C -4.879 -1.533 1.276 0.02 0.28 -0.11 -0.2250
H -4.763 -1.605 2.363 0.00 -0.06 -0.09 0.1874
C -5.307 -0.087 0.937 -0.21 -0.15 0.00 -0.2351
N -4.161 0.789 0.974 -0.20 0.16 0.38 -0.6023
C -3.568 1.191 -0.179 0.08 0.18 0.33 0.6825
O -4.123 1.185 -1.258 0.01 -0.07 -0.28 -0.6178
C -2.156 1.654 -0.008 0.31 0.11 -0.14 -0.1082
C -1.224 1.179 -0.920 -0.07 0.04 -0.01 -0.1993
C 0.118 1.510 -0.799 -0.37 0.03 0.18 0.2261
C 0.513 2.345 0.254 0.50 0.06 -0.07 -0.2257
C -0.426 2.859 1.134 0.03 -0.06 0.00 -0.2051
C -1.758 2.507 1.015 -0.14 -0.07 -0.08 -0.2126
H -2.484 2.906 1.708 -0.09 0.04 0.07 0.2225
H -0.099 3.522 1.921 0.02 0.03 0.09 0.2280
S 2.226 2.798 0.460 -0.18 0.02 -0.05 0.2824
C 3.015 1.206 0.540 -0.08 0.10 0.16 -0.1708
C 2.338 0.060 0.935 0.18 0.06 0.01 -0.2445
C 2.995 -1.156 0.954 0.11 -0.06 -0.03 -0.1570
C 4.333 -1.220 0.599 -0.06 0.23 -0.02 -0.0719
C 5.025 -0.074 0.233 0.01 -0.21 0.05 -0.2208
C 4.361 1.137 0.199 -0.26 0.07 0.05 -0.2279
H 4.883 2.036 -0.093 0.09 0.08 -0.08 0.2259
H 6.068 -0.132 -0.031 0.10 -0.04 -0.02 0.2323
Cl 5.151 -2.742 0.614 0.09 -0.17 0.00 0.0119
H 2.466 -2.050 1.242 -0.03 -0.13 0.02 0.2258
H 1.297 0.106 1.218 -0.11 -0.01 0.00 0.2364
N 1.070 1.018 -1.694 0.03 0.46 -0.08 -0.6503
C 1.113 -0.258 -2.188 0.46 0.11 -0.20 0.6985
O 0.260 -1.085 -1.977 -0.27 -0.29 0.03 -0.6051
C 2.357 -0.513 -3.008 -0.15 -0.23 -0.02 -0.7162
H 2.452 0.230 -3.796 0.05 0.08 -0.06 0.2286
H 2.299 -1.504 -3.449 -0.02 -0.01 0.01 0.2436
H 3.235 -0.462 -2.366 0.10 0.04 0.07 0.2351
H 1.902 1.586 -1.793 -0.10 -0.14 -0.01 0.4098
H -1.547 0.532 -1.719 -0.04 -0.04 -0.07 0.2565
H -3.570 0.691 1.787 0.11 0.05 -0.17 0.3881
H -6.064 0.255 1.649 -0.03 -0.04 -0.12 0.1935
H -5.709 -0.022 -0.074 -0.04 -0.01 0.13 0.2346
H -5.682 -2.223 0.987 -0.01 0.00 0.08 0.1913
C -2.554 -2.320 1.495 0.31 0.07 0.07 -0.2014
C -1.220 -1.660 1.148 -0.23 -0.23 0.11 -0.6192
H -0.969 -1.804 0.101 0.08 0.01 -0.11 0.2333
H -0.430 -2.089 1.761 0.18 -0.04 0.07 0.1981
H -1.269 -0.590 1.339 0.02 0.12 0.01 0.1956
H -2.444 -3.414 1.433 -0.06 0.04 0.08 0.1713
H -2.796 -2.079 2.535 -0.05 -0.08 -0.08 0.1831
H -4.140 -3.682 -0.309 0.12 0.05 -0.01 0.1545
H -2.732 -2.809 -0.957 -0.02 -0.10 0.00 0.2027
```
Positions in Å, forces in eV/Å.

Summary:
calculated total energy: -1988.9981 Eh
multiplicity: 1
Kohn-Sham gap: 8.87 eV
charge: 0
relative energy (zero: lowest compared OMol25 entry of this formula, charge and spin): 3.72 kcal/mol
molecular weight: 420.0 g/mol


# C11H14N2OPPb

A structure of composition C11H14N2OPPb (ωB97M-V/def2-TZVPD, the OMol25 dataset).

```
30
Properties=species:S:1:pos:R:3:forces:R:3:nbo_charge:R:1
C 0.487 0.040 -2.353 -1.04 1.29 -0.47 -0.3327
C 1.378 0.986 -1.784 -0.54 0.60 -0.35 -0.2916
C 0.588 2.071 -1.171 -0.31 0.12 -1.31 -0.3030
C -0.800 1.785 -1.366 0.65 0.23 -2.49 -0.3622
C -0.892 0.522 -2.119 0.78 0.83 -0.35 -0.3012
Pb -0.031 0.036 0.088 0.42 1.17 -0.88 0.9277
P 0.965 -2.188 0.705 0.24 -1.88 0.98 0.0678
H 0.732 -0.925 -2.811 -0.03 0.64 0.05 0.2524
H 2.482 0.942 -1.778 -0.86 -0.01 -0.05 0.2576
H 1.012 2.956 -0.663 -0.36 -0.72 -0.40 0.2582
H -1.831 0.023 -2.450 0.98 0.53 0.30 0.2648
H -1.657 2.355 -0.996 0.47 -0.16 -0.27 0.2589
H 1.433 -2.057 1.999 0.39 -0.62 0.37 0.0652
H 1.965 -2.553 -0.127 1.00 -0.95 -0.38 0.0686
H -0.047 -3.132 0.694 0.21 -0.85 0.20 0.0591
N -2.014 0.901 6.942 -0.07 -1.14 -2.05 -0.7964
C -2.377 -0.028 5.985 -0.96 -0.40 1.57 0.6341
O -3.199 -0.910 6.242 1.18 1.13 -0.62 -0.5644
C -1.754 0.046 4.611 -0.13 -0.50 -0.85 -0.0535
C -0.815 0.987 4.204 -0.13 0.69 1.82 -0.1922
C -0.312 0.984 2.941 -0.93 -1.28 -0.82 0.0426
N -0.782 0.044 2.115 -0.82 -0.49 2.39 -0.5680
C -1.686 -0.918 2.406 1.28 1.67 0.17 0.0162
C -2.176 -0.921 3.663 -1.06 -0.48 1.54 -0.1613
H -2.451 0.809 7.820 -0.45 -0.06 0.96 0.4210
H -1.362 1.632 6.793 0.33 0.38 -0.08 0.3943
H -0.449 1.759 4.872 -0.13 -0.10 0.16 0.2263
H 0.430 1.712 2.574 -0.39 -0.49 0.04 0.2275
H -1.974 -1.649 1.631 0.17 0.53 0.31 0.2178
H -2.907 -1.689 3.900 0.08 0.29 0.52 0.2665
```
Positions in Å, forces in eV/Å.

Summary:
calculated total energy: -1146.1216 Eh
multiplicity: 1
Kohn-Sham gap: 6.41 eV
charge: +1
relative energy (zero: lowest compared OMol25 entry of this formula, charge and spin): 56.99 kcal/mol
molecular weight: 428.4 g/mol


# C4H13NO4

A cluster of 3 separate species, C4H13NO4 in total (ωB97M-V/def2-TZVPD, the OMol25 dataset).

```
22
Properties=species:S:1:pos:R:3:forces:R:3:nbo_charge:R:1
C -1.009 0.218 -0.453 0.41 0.43 0.84 -0.5443
C -0.227 1.371 0.231 -0.76 -0.24 -0.48 0.1355
C -0.829 1.709 1.599 0.47 -0.31 -0.82 -0.6350
O 1.123 1.042 0.259 0.32 0.52 0.15 -0.7389
C -0.364 -0.258 -1.709 0.90 -0.60 0.33 0.7089
N -0.519 0.544 -2.785 0.03 0.30 -0.32 -0.8049
O 0.296 -1.289 -1.771 -0.19 -0.25 -0.16 -0.6541
H -1.044 -0.526 0.323 0.01 -0.87 -0.14 0.2347
H -2.011 0.494 -0.676 -1.03 0.49 -0.09 0.2166
H -0.325 2.262 -0.380 0.17 0.29 -0.32 0.1506
H -0.429 1.001 2.326 -0.31 0.18 0.25 0.2170
H -0.577 2.724 1.812 0.69 0.58 0.63 0.2170
H -1.904 1.748 1.561 -0.55 -0.56 0.05 0.2063
H 1.316 0.318 0.884 0.18 -0.08 -0.18 0.5057
H -0.790 1.487 -2.605 -0.25 0.39 0.02 0.3854
H 0.105 0.436 -3.568 0.03 -0.29 0.07 0.4033
H 0.398 -2.398 -0.357 0.16 0.47 0.23 0.5195
H -0.152 -3.489 0.546 0.15 0.00 0.40 0.4854
O 0.415 -2.710 0.580 -1.08 -0.98 -1.14 -0.9864
H 1.468 -1.884 1.291 -0.10 0.03 0.13 0.4955
H 2.956 -1.624 1.396 -0.15 0.49 0.05 0.4741
O 2.104 -1.176 1.496 0.92 0.00 0.49 -0.9919
```
Positions in Å, forces in eV/Å.

Summary:
calculated total energy: -515.9521 Eh
multiplicity: 1
Kohn-Sham gap: 10.57 eV
charge: 0
relative energy (zero: lowest compared OMol25 entry of this formula, charge and spin): 0.00 kcal/mol
molecular weight: 139.2 g/mol


Q: Number 1 is which compound?
A: C2HCl2IO


Q: Look up the charge of the third one.
A: 0


Q: What is the charge in the third record?
A: 0


Q: Which value of calculated total energy does entry 1 give?
A: -1370.0263 Eh